# 1
A gas-phase ion, C10H18N3O (charge +1) in a non-equilibrium geometry, computed with ωB97M-V with the def2-TZVPD basis set.

Each line ends with the Löwdin charge.
Cartesian coordinates (Å):
1 C 0.62 2.74 0.97  -0.151
2 C 1.09 1.97 -0.93  -0.158
3 C 1.62 3.26 -0.82  0.036
4 C 1.33 0.90 -2.07  -0.045
5 C 0.57 -0.40 -1.70  -0.143
6 C -0.86 0.03 0.16  -0.008
7 C -0.55 -2.22 1.07  -0.037
8 C -0.49 -0.27 2.59  -0.050
9 C -1.68 0.43 -2.06  0.016
10 C -0.07 -0.73 1.21  -0.573
11 N 0.48 1.65 0.24  0.110
12 N -0.71 -0.13 -1.15  -0.166
13 N 1.46 -0.78 1.06  0.062
14 O 1.29 3.72 0.43  0.097
15 H 0.19 2.89 1.99  0.161
16 H 1.22 1.27 -3.00  0.073
17 H 2.35 0.70 -2.03  0.107
18 H 0.43 -0.89 -2.67  0.129
19 H 1.34 -0.97 -1.07  0.142
20 H -1.72 0.44 0.59  0.139
21 H -0.08 -2.81 1.99  0.137
22 H -0.23 -2.69 0.11  0.087
23 H -1.71 -2.21 1.14  0.117
24 H -0.18 0.84 2.83  0.112
25 H -1.56 -0.57 2.90  0.132
26 H 0.16 -0.70 3.26  0.043
27 H -2.65 0.71 -1.46  0.158
28 H -1.16 1.20 -2.59  0.083
29 H -1.72 -0.38 -2.80  0.113
30 H 1.81 -0.44 1.97  0.094
31 H 2.15 3.91 -1.37  0.100
32 H 1.65 -1.80 1.14  0.085

E_HOMO in eV: -12.851
Maximum force in eV/A: 5.53
DFT total energy in hartree: -631.0077
Energy above the lowest of the compared OMol25 structures with the same formula, charge and spin in kcal/mol: 103.32
Net charge: +1

# 2
A gas-phase ion, C8H18N4 (charge +2) in a non-equilibrium geometry, computed with ωB97M-V with the def2-TZVPD basis set.

Each line ends with the Löwdin charge.
Cartesian coordinates (Å):
1 C -1.41 2.23 -0.47  -0.055
2 C -1.77 0.13 -0.02  -0.220
3 C 3.08 -0.89 -0.90  0.042
4 C 2.66 1.27 0.27  -0.111
5 C -3.84 -1.06 -0.15  0.033
6 C -0.45 0.38 1.95  0.108
7 C 0.64 -0.15 -0.34  -0.075
8 C 2.08 -0.09 0.16  -0.392
9 N -0.36 1.90 0.16  0.182
10 N -2.35 1.24 -0.60  0.229
11 N -2.42 -0.97 0.09  0.121
12 N -0.45 0.51 0.48  -0.195
13 H -1.75 3.29 -0.59  0.198
14 H 3.76 -0.13 -1.14  0.052
15 H 2.34 -1.00 -1.71  0.082
16 H 3.42 -1.72 -0.34  0.082
17 H 2.64 1.77 -0.81  0.137
18 H 2.16 1.94 0.97  0.062
19 H 3.80 1.18 0.53  0.137
20 H -4.24 -1.99 0.11  0.104
21 H -4.31 -0.25 0.57  0.170
22 H -3.99 -0.85 -1.19  0.105
23 H -0.70 -0.69 1.95  0.121
24 H 0.54 0.46 2.33  0.111
25 H -1.23 0.85 2.51  0.131
26 H 0.23 0.15 -1.37  0.181
27 H 0.56 -1.25 -0.42  0.149
28 H 2.09 -0.54 1.14  0.123
29 H -3.30 1.33 -0.95  0.194
30 H -1.89 -1.76 0.48  0.195

E_HOMO in eV: -17.580
Maximum force in eV/A: 4.88
DFT total energy in hartree: -533.8878
Energy above the lowest of the compared OMol25 structures with the same formula, charge and spin in kcal/mol: 95.01
Net charge: +2

# 3
A molecular structure, C35H33Zr in a non-equilibrium geometry, computed with ωB97M-V with the def2-TZVPD basis set.

Each line ends with the Löwdin charge.
Cartesian coordinates (Å):
1 C -2.79 -1.06 0.68  -0.213
2 C -2.94 -1.82 -0.54  -0.248
3 C -3.12 -3.22 -0.49  -0.079
4 C -3.25 -3.97 -1.66  -0.131
5 C -3.20 -3.34 -2.91  -0.157
6 C -3.00 -1.95 -2.99  -0.128
7 C -2.90 -1.19 -1.82  -0.057
8 C -2.44 0.29 0.68  -0.132
9 C -2.00 0.96 1.80  -0.128
10 C -1.58 2.33 1.82  -0.255
11 C -1.20 2.94 3.05  -0.081
12 C -0.85 4.29 3.09  -0.137
13 C -0.86 5.06 1.92  -0.157
14 C -1.18 4.47 0.69  -0.133
15 C -1.53 3.13 0.63  -0.065
16 H -2.60 -1.62 1.60  0.086
17 H -3.15 -3.72 0.48  0.089
18 H -3.37 -5.05 -1.60  0.085
19 H -3.29 -3.92 -3.83  0.076
20 H -2.93 -1.45 -3.95  0.088
21 H -2.77 -0.11 -1.89  0.089
22 H -2.52 0.88 -0.25  0.081
23 H -1.98 0.42 2.76  0.086
24 H -1.18 2.33 3.95  0.093
25 H -0.57 4.74 4.05  0.086
26 H -0.59 6.12 1.96  0.073
27 H -1.16 5.05 -0.23  0.088
28 H -1.77 2.66 -0.33  0.089
29 C -4.81 -1.57 1.98  -0.192
30 Zr -6.89 -2.21 3.24  1.551
31 C -7.79 -0.20 3.25  -0.261
32 C -8.33 -2.72 5.22  -0.151
33 C -7.61 -3.88 4.81  -0.183
34 C -6.20 -3.64 4.97  -0.331
35 C -5.05 -4.36 4.51  -0.050
36 C -3.80 -3.80 4.74  -0.089
37 C -3.66 -2.51 5.30  -0.096
38 C -4.75 -1.74 5.67  -0.030
39 C -6.05 -2.30 5.51  -0.299
40 C -7.39 -1.73 5.65  -0.133
41 C -7.66 -3.84 1.66  -0.242
42 C -8.93 -3.58 2.31  -0.170
43 C -9.57 -2.48 1.66  -0.220
44 C -10.75 -1.78 1.97  -0.059
45 C -11.02 -0.60 1.30  -0.104
46 C -10.15 -0.11 0.30  -0.098
47 C -8.98 -0.79 -0.04  -0.041
48 C -8.66 -1.98 0.65  -0.214
49 C -7.46 -2.78 0.71  -0.128
50 H -4.41 -2.58 1.85  -0.021
51 H -5.16 -1.08 1.06  0.015
52 H -4.25 -0.91 2.67  -0.004
53 H -8.84 -0.19 3.57  0.003
54 H -7.24 0.45 3.96  0.002
55 H -7.75 0.30 2.28  0.003
56 H -9.41 -2.60 5.23  0.119
57 H -8.02 -4.85 4.55  0.112
58 H -5.21 -5.34 4.08  0.114
59 H -2.91 -4.36 4.48  0.106
60 H -2.65 -2.13 5.47  0.106
61 H -4.66 -0.74 6.11  0.122
62 H -7.59 -0.74 6.07  0.120
63 H -7.07 -4.75 1.75  0.113
64 H -9.46 -4.24 2.99  0.100
65 H -11.38 -2.15 2.78  0.106
66 H -11.92 -0.03 1.55  0.094
67 H -10.40 0.82 -0.21  0.097
68 H -8.30 -0.42 -0.80  0.117
69 H -6.64 -2.70 -0.02  0.109

E_HOMO in eV: -1.765
Maximum force in eV/A: 3.93
DFT total energy in hartree: -1400.4714
Net charge: -1